1.
This record from the Open Molecules 2025 dataset describes a structure of composition C24H14AsCl4O2S5SbTc. The level of theory is ωB97M-V/def2-TZVPD.

**Kohn-Sham gap**: 5.949 eV
**E_HOMO**: -11.3 eV

```
! wB97M-V def2-TZVPD RIJCOSX def2/J DEFGRID3
* xyz 1 1
Tc 2.01339 -0.35449 -0.77607
S 1.12340 -1.37118 -2.71257
C -0.59735 -0.98559 -2.89699
C -1.26525 -1.60114 -3.94740
C -2.60982 -1.31351 -4.14341
C -3.26651 -0.42905 -3.29905
C -2.58894 0.17495 -2.24558
C -1.24723 -0.10556 -2.04560
As -0.24750 0.57687 -0.56865
C -0.41273 2.46693 -0.61016
C -0.74833 3.08888 -1.80657
C -0.77460 4.47586 -1.86876
C -0.45881 5.22647 -0.74527
C -0.10574 4.59856 0.44243
C -0.07389 3.21375 0.51438
C -1.18972 -0.09364 0.94920
C -2.04228 0.70170 1.69866
C -2.71933 0.14357 2.77845
C -2.54773 -1.19518 3.09393
C -1.70721 -1.99492 2.32595
C -1.02713 -1.44413 1.25212
H -0.74494 -2.28643 -4.60605
H -3.14340 -1.78263 -4.95938
H -4.31537 -0.21301 -3.45524
H -3.12072 0.84818 -1.58515
H -0.98661 2.50811 -2.68771
H -1.03961 4.96660 -2.79605
H -0.48004 6.30734 -0.79809
H 0.15216 5.18732 1.31292
H 0.21806 2.73682 1.44210
H -2.18708 1.74672 1.46260
H -3.38273 0.76079 3.37021
H -3.07522 -1.62326 3.93682
H -1.58464 -3.04506 2.56241
H -0.38767 -2.07566 0.64340
Cl 2.07351 -3.07745 5.45524
C 2.14361 -2.82511 3.76823
C 2.40706 -3.96533 2.89873
Cl 2.65096 -5.49622 3.60982
C 2.45215 -3.83229 1.54266
Cl 2.73007 -5.10750 0.44754
C 2.22722 -2.53480 1.01665
O 2.20778 -2.24515 -0.24536
C 2.02227 -1.43512 1.84822
O 1.89079 -0.32933 1.20218
C 1.95041 -1.57667 3.25978
Cl 1.61570 -0.18672 4.18775
S 4.35264 -1.06190 -1.26012
Sb 4.83139 1.09077 -1.31757
S 2.01112 0.43943 -2.96971
S 2.90965 1.83743 -0.33608
S 6.09479 2.49096 -2.33977
*
```

2.
This record from the Open Molecules 2025 dataset describes a structure of composition C24H14Cl3NO3RhS. The level of theory is ωB97M-V/def2-TZVPD.

**Kohn-Sham gap (alpha / beta)**: 6.003 / 6.409 eV
**E_HOMO (alpha / beta)**: -4.7 / -4.7 eV

```
! wB97M-V def2-TZVPD RIJCOSX def2/J DEFGRID3
* xyz -1 1
Rh 0.04963 0.11974 -0.02961
Cl 0.15379 4.08939 6.19634
C -0.12818 3.48740 4.60208
C 0.26113 2.19737 4.28624
C 0.04537 1.72601 3.00974
Cl 0.48979 0.09460 2.65291
C -0.55642 2.49606 1.97074
O -0.72544 2.09843 0.77930
C -0.98416 3.78877 2.40123
Cl -1.82099 4.76829 1.25637
C -0.77201 4.28429 3.66751
H 0.72341 1.55628 5.01946
H -1.12111 5.27074 3.92670
O -0.99762 -1.53542 -3.56981
C -1.28157 -0.78587 -2.64103
O -0.54926 0.10745 -2.13194
C -2.71613 -0.85965 -2.10538
C -3.71482 -0.83553 -3.06582
C -5.05347 -0.80775 -2.71734
C -5.40760 -0.82629 -1.37752
C -4.42803 -0.87971 -0.40936
C -3.07167 -0.89956 -0.75072
S -1.98231 -1.06693 0.60487
H -3.42445 -0.81850 -4.10694
H -5.80853 -0.76615 -3.48936
H -6.44810 -0.81881 -1.08539
H -4.67859 -0.91626 0.64086
C 0.68374 -3.68115 -2.09808
C 1.99344 -3.52132 -2.53475
C 2.78713 -2.57512 -1.90958
C 2.24354 -1.78344 -0.90720
N 0.96262 -1.93184 -0.49766
C 0.22429 -2.88616 -1.07163
C 2.96871 -0.68668 -0.27198
C 4.34575 -0.70955 -0.05177
C 4.97180 0.38805 0.50738
C 4.24161 1.52261 0.81923
C 2.86304 1.53512 0.63968
C 2.21507 0.43536 0.10323
H 0.02786 -4.40066 -2.55948
H 2.37785 -4.12196 -3.34545
H 3.80760 -2.40932 -2.22228
H -0.76960 -3.03626 -0.66571
H 4.91868 -1.59359 -0.29386
H 6.03678 0.36417 0.69912
H 4.73835 2.39657 1.21945
H 2.30910 2.42675 0.90720
*
```

3.
This record from the Open Molecules 2025 dataset describes a structure of composition C24H15BBrCl2F6FeO7P3S. The level of theory is ωB97M-V/def2-TZVPD.

**Kohn-Sham gap (alpha / beta)**: 5.787 / 5.814 eV
**E_HOMO (alpha / beta)**: -1.6 / -1.6 eV

```
! wB97M-V def2-TZVPD RIJCOSX def2/J DEFGRID3
* xyz -2 1
Fe -0.03301 0.97769 0.79641
O -0.02673 4.84460 -1.13466
P -1.03301 3.76873 -0.49653
O -2.40196 4.01108 -0.98024
O -0.41475 2.40138 -0.60032
O -0.95308 4.13024 1.11147
P 0.38398 4.04324 1.98505
O -0.20541 4.25161 3.46390
O 1.35427 5.08899 1.63825
O 0.85145 2.56540 1.98091
H 0.83303 4.81636 -0.68223
H -0.73242 3.48300 3.71911
F 0.26780 -6.17503 0.81028
C 0.29524 -4.90432 0.38481
C 1.37953 -4.42414 -0.30871
F 2.41112 -5.23851 -0.57761
C 1.39500 -3.10761 -0.75062
F 2.46867 -2.80029 -1.49674
C 0.37472 -2.20340 -0.48648
P 0.39389 -0.33459 -0.81656
C -0.69129 -0.43740 -2.31799
C -1.77545 0.42092 -2.45592
C -2.61011 0.32500 -3.56419
C -2.37434 -0.63044 -4.53937
C -1.29180 -1.49462 -4.41173
C -0.45750 -1.39261 -3.30998
C 2.02502 -0.05702 -1.62284
C 2.14049 0.54419 -2.86803
C 3.38883 0.89896 -3.36834
C 4.53247 0.64975 -2.62921
C 4.42265 0.06337 -1.37295
C 3.17987 -0.26928 -0.86987
C -0.74652 -2.75392 0.15412
Br -2.36229 -1.80962 0.35330
C -0.78119 -4.06386 0.59373
F -1.85236 -4.57385 1.21379
H -1.95392 1.18100 -1.70647
H -3.44325 1.01087 -3.65779
H -3.02708 -0.70232 -5.40218
H -1.09599 -2.24339 -5.17078
H 0.39331 -2.05966 -3.22304
H 1.25524 0.76479 -3.45069
H 3.45827 1.38589 -4.33408
H 5.50495 0.93394 -3.01441
H 5.30561 -0.10233 -0.76794
H 3.09789 -0.66343 0.13598
Cl -2.38430 1.30384 1.75814
C -2.34551 0.30807 3.20374
C -3.47373 0.35571 3.99890
C -3.54119 -0.41591 5.15073
C -2.46261 -1.23107 5.46780
C -1.34703 -1.25617 4.65315
Cl -0.04988 -2.32300 5.13049
C -1.20409 -0.48314 3.47889
S 0.23029 -0.52296 2.51848
H -4.29389 0.99766 3.70518
H -4.41710 -0.38626 5.78542
H -2.47775 -1.85537 6.35141
F 2.35351 2.54681 0.05846
B 1.77430 1.70802 1.01064
F 2.78912 1.13440 1.77594
*
```

4.
This record from the Open Molecules 2025 dataset describes a structure of composition C24H15FeN4O8. The level of theory is ωB97M-V/def2-TZVPD.

**Kohn-Sham gap (alpha / beta)**: 6.616 / 2.617 eV
**E_HOMO (alpha / beta)**: -7.5 / -7.6 eV

```
! wB97M-V def2-TZVPD RIJCOSX def2/J DEFGRID3
* xyz 0 2
Fe 0.52470 -0.30057 0.54056
O -5.01993 -2.90725 3.53343
C -4.55662 -3.43043 2.50926
O -4.69777 -4.55024 1.99837
C -3.38267 -2.61754 1.88818
C -3.05801 -1.35982 2.38044
C -2.00398 -0.67602 1.81723
N -1.28956 -1.18243 0.80304
C -1.62552 -2.36716 0.28195
C -2.66139 -3.11417 0.81422
C -0.83575 -2.74542 -0.91052
C -1.09958 -3.85210 -1.70517
C -0.31408 -4.05282 -2.82718
C 0.69395 -3.14637 -3.12154
C 0.87841 -2.06793 -2.27335
N 0.13019 -1.87886 -1.19642
C -1.58781 0.68804 2.17716
C -2.17824 1.45306 3.17109
C -1.74748 2.75253 3.35638
C -0.75515 3.26521 2.53260
C -0.20298 2.43921 1.57581
N -0.59977 1.17790 1.41143
H -3.65953 -0.97179 3.19162
H -2.95458 -4.07930 0.42353
H -1.90342 -4.52905 -1.45535
H -0.49115 -4.90492 -3.46963
H 1.32585 -3.26944 -3.98958
H 1.65141 -1.33078 -2.45760
H -2.96528 1.03034 3.77771
H -2.18923 3.36601 4.12995
H -0.40887 4.28356 2.62981
H 0.56671 2.79508 0.90492
O 2.14852 0.67813 1.02505
C 2.81688 1.50233 0.38160
C 2.48583 2.03456 -0.88758
C 3.32334 3.01075 -1.45767
C 2.99960 3.54414 -2.66726
C 1.84237 3.13591 -3.36057
C 1.01805 2.19083 -2.82883
C 1.30612 1.59154 -1.56557
O 0.52710 0.68602 -1.12002
N 3.86912 4.56013 -3.25905
O 4.83255 4.92579 -2.61358
O 3.57718 4.97395 -4.36352
H 3.72970 1.86897 0.86543
H 4.21602 3.34249 -0.94360
H 1.62801 3.58907 -4.31812
H 0.12597 1.86621 -3.34601
O 1.76667 -1.97032 0.80783
C 1.51637 -1.88737 2.03389
O 0.72625 -0.98126 2.41986
H 1.96145 -2.57842 2.75537
*
```